Here is C25H35CoN4O8SSi3 as an isolated structure from OMol25. Energies are from ωB97M-V with the def2-TZVPD basis set.

ORCA input file:
```
! RIJCOSX wB97M-V def2-TZVPD def2/J DEFGRID3
* xyz 0 5
Co -0.240 0.199 -0.302
C -1.838 -3.313 1.915
O -1.162 -2.126 1.533
Si -0.590 -1.015 2.638
C 0.480 -1.826 3.951
C -2.078 -0.388 3.571
C 0.385 0.222 1.574
Si 2.055 -0.671 1.043
C 3.267 -0.337 2.444
C 1.796 -2.529 0.860
C 2.919 -0.375 -0.599
Si 0.044 1.980 2.272
C -1.815 2.315 2.210
C 0.730 3.566 1.572
C 0.637 1.931 4.058
H -1.295 -3.853 2.699
H -1.905 -3.963 1.042
H -2.848 -3.097 2.273
H -0.166 -2.310 4.689
H 1.074 -1.080 4.485
H 1.168 -2.574 3.562
H -2.386 -1.195 4.242
H -2.917 -0.151 2.916
H -1.865 0.486 4.190
H 3.250 -1.151 3.170
H 3.065 0.594 2.976
H 4.276 -0.275 2.025
H 1.149 -3.033 1.568
H 2.794 -2.979 0.922
H 1.406 -2.727 -0.141
H 3.643 0.431 -0.578
H 2.253 -0.218 -1.453
H 3.448 -1.317 -0.778
H -2.411 1.528 1.753
H -1.971 3.223 1.622
H -2.213 2.499 3.211
H 0.564 3.657 0.500
H 1.782 3.749 1.786
H 0.142 4.342 2.074
H 0.349 1.029 4.600
H 0.215 2.789 4.591
H 1.725 2.019 4.107
S 0.292 3.017 -3.866
C -1.169 2.155 -3.805
C -1.281 1.468 -2.638
C -0.166 1.612 -1.741
C 0.776 2.449 -2.297
C 2.060 2.956 -1.765
C 2.829 3.880 -2.487
C 4.017 4.337 -1.960
C 4.426 3.873 -0.717
C 3.604 2.970 -0.074
N 2.454 2.518 -0.572
H -1.866 2.197 -4.628
H -2.161 0.878 -2.413
H 2.496 4.239 -3.452
H 4.619 5.049 -2.510
H 5.351 4.201 -0.262
H 3.883 2.577 0.901
O -5.780 -4.160 -2.697
N -4.714 -4.299 -3.266
O -4.516 -5.038 -4.209
C -3.584 -3.495 -2.791
C -2.356 -3.589 -3.440
C -1.305 -2.835 -3.006
C -1.375 -1.968 -1.864
O -0.349 -1.422 -1.378
C -2.691 -1.884 -1.294
C -3.763 -2.648 -1.730
N -2.976 -0.990 -0.199
O -2.276 0.026 -0.029
O -3.930 -1.198 0.497
N -0.047 -2.954 -3.775
O 0.760 -2.057 -3.695
O 0.111 -3.982 -4.409
H -2.232 -4.248 -4.286
H -4.726 -2.568 -1.249
*
```

lowest unoccupied orbital energy (spin up / spin down): -1.5 / -2.2 eV
E_tot: -120921.81135 eV
HOMO (spin up / spin down): -8.3608 / -8.3389 eV
maximum force: 0.647 eV Å⁻¹